Density functional theory data (ωB97M-V with the def2-TZVPD basis set) for 6 unconnected molecules or ions with the total composition C28H67O20P7.

Cartesian coordinates (Å):
C -2.288 0.862 0.392
C -0.963 0.541 -0.292
P -0.798 1.158 -2.025
C -2.286 0.628 -2.978
P 0.975 0.068 -2.658
C 2.405 1.290 -2.881
C 2.042 2.766 -3.236
C 3.120 3.663 -2.572
C 2.142 3.048 -4.733
C 0.701 -0.717 -4.332
C 1.175 -2.034 -4.446
C 1.002 -2.659 -5.688
C 0.384 -2.037 -6.783
C -0.107 -0.738 -6.648
C 0.071 -0.115 -5.413
H -2.474 1.926 0.534
H -3.123 0.354 -0.085
H -2.212 0.430 1.393
H -0.894 -0.552 -0.308
H -0.113 0.913 0.276
H -2.159 -0.340 -3.463
H -2.547 1.386 -3.713
H -3.139 0.565 -2.302
H 2.954 1.325 -1.940
H 3.090 0.885 -3.628
H 1.093 3.104 -2.826
H 3.112 3.579 -1.489
H 2.983 4.689 -2.920
H 4.083 3.344 -2.981
H 1.475 2.411 -5.315
H 1.837 4.083 -4.906
H 3.187 2.952 -5.033
H 1.632 -2.542 -3.606
H 1.377 -3.671 -5.779
H 0.276 -2.539 -7.734
H -0.601 -0.197 -7.442
H -0.294 0.899 -5.298
C 0.234 -5.705 -2.170
O 1.367 -5.001 -1.609
P 1.219 -4.007 -0.265
O 2.259 -3.033 -0.656
O 1.794 -5.160 0.743
C 1.246 -6.479 0.771
O 0.599 -3.130 1.004
C -0.745 -3.413 1.468
H 0.216 -5.528 -3.245
H 0.351 -6.775 -1.999
H -0.713 -5.376 -1.744
H 1.839 -7.140 0.134
H 0.204 -6.503 0.451
H 1.292 -6.845 1.794
H -0.815 -4.429 1.866
H -1.468 -3.283 0.660
H -0.981 -2.706 2.259
C -2.881 -0.229 7.603
O -2.395 -0.485 6.263
P -2.897 0.431 4.968
O -2.851 -0.613 3.924
O -1.520 1.313 4.956
C -0.997 1.918 6.134
O -3.745 1.592 4.185
C -4.403 2.627 4.963
H -3.226 -1.170 8.030
H -2.065 0.149 8.218
H -3.703 0.487 7.618
H -0.240 1.270 6.580
H -1.773 2.133 6.871
H -0.529 2.860 5.850
H -3.669 3.223 5.500
H -5.114 2.187 5.667
H -4.940 3.270 4.278
C -0.626 -6.711 6.974
O -0.509 -6.520 5.545
P -1.822 -6.507 4.552
O -1.315 -7.105 3.312
O -1.902 -4.889 4.436
C -1.756 -4.019 5.562
O -3.446 -6.712 4.420
C -4.249 -6.664 5.616
H 0.082 -7.480 7.278
H -0.368 -5.784 7.484
H -1.630 -7.017 7.272
H -0.722 -3.676 5.628
H -2.044 -4.499 6.499
H -2.397 -3.153 5.403
H -4.195 -5.674 6.078
H -3.927 -7.422 6.332
H -5.278 -6.867 5.335
C 4.013 -0.122 -6.893
O 5.121 0.778 -6.753
P 6.191 1.187 -7.947
O 7.408 1.421 -7.164
O 5.382 2.563 -8.295
C 3.966 2.557 -8.543
O 6.797 1.011 -9.469
C 6.007 0.313 -10.451
H 4.031 -0.845 -6.079
H 3.066 0.417 -6.830
H 4.098 -0.639 -7.848
H 3.424 2.759 -7.618
H 3.624 1.613 -8.971
H 3.763 3.357 -9.253
H 5.077 0.851 -10.655
H 5.780 -0.701 -10.120
H 6.589 0.257 -11.367
C -1.894 8.596 5.347
O -2.351 7.235 5.545
P -2.635 6.211 4.284
O -3.753 5.389 4.763
O -1.209 5.428 4.471
C 0.018 6.122 4.683
O -2.653 5.924 2.668
C -2.006 6.860 1.780
H -2.525 9.258 5.937
H -0.869 8.687 5.704
H -1.940 8.901 4.302
H 0.234 6.179 5.751
H 0.003 7.128 4.262
H 0.813 5.560 4.195
H -0.931 6.896 1.973
H -2.434 7.858 1.888
H -2.170 6.519 0.762

relative energy (zero: lowest compared OMol25 entry of this formula, charge and spin): 0.00 kcal per mole
orbital gap: 5.86 eV
E_LUMO: -0.800 eV
SMILES string: CCP(C)#P(CC(C)C)c1ccccc1.COP(=O)(OC)OC.COP(=O)(OC)OC.COP(=O)(OC)OC.COP(=O)(OC)OC.COP(=O)(OC)OC
DFT total energy: -5001.28768 a.u.
charge: 0
multiplicity: 1

These are the Mulliken partial charges, in e, on atoms 1 to 99: number 1, C, carries -1.167; number 2, C, carries -0.057; number 3, P, carries 0.045; number 4, C, carries -1.102; number 5, P, carries 0.338; number 6, C, carries -1.099; number 7, C, carries 0.967; number 8, C, carries -1.753; number 9, C, carries -1.387; number 10, C, carries 0.294; number 11, C, carries -0.733; number 12, C, carries -0.450; number 13, C, carries -0.549; number 14, C, carries -0.854; number 15, C, carries -0.251; number 16, H, carries 0.334; number 17, H, carries 0.289; number 18, H, carries 0.220; number 19, H, carries -0.089; number 20, H, carries 0.425; number 21, H, carries 0.307; number 22, H, carries 0.305; number 23, H, carries 0.416; number 24, H, carries 0.587; number 25, H, carries 0.184; number 26, H, carries 0.193; number 27, H, carries 0.453; number 28, H, carries 0.419; number 29, H, carries 0.360; number 30, H, carries 0.203; number 31, H, carries 0.532; number 32, H, carries 0.262; number 33, H, carries 0.609; number 34, H, carries 0.442; number 35, H, carries 0.404; number 36, H, carries 0.441; number 37, H, carries 0.458; number 38, C, carries -0.739; number 39, O, carries -0.376; number 40, P, carries 1.358; number 41, O, carries -0.740; number 42, O, carries -0.388; number 43, C, carries -0.627; number 44, O, carries -0.342; number 45, C, carries -0.403; number 46, H, carries 0.209; number 47, H, carries 0.301; number 48, H, carries 0.373; number 49, H, carries 0.268; number 50, H, carries 0.299; number 51, H, carries 0.215; number 52, H, carries 0.160; number 53, H, carries 0.287; number 54, H, carries 0.149; number 55, C, carries -0.799; number 56, O, carries -0.197; number 57, P, carries 1.064; number 58, O, carries -0.617; number 59, O, carries -0.214; number 60, C, carries -0.598; number 61, O, carries -0.259; number 62, C, carries -0.697; number 63, H, carries 0.221; number 64, H, carries 0.322; number 65, H, carries 0.342; number 66, H, carries 0.260; number 67, H, carries 0.350; number 68, H, carries 0.029; number 69, H, carries 0.307; number 70, H, carries 0.335; number 71, H, carries 0.206; number 72, C, carries -0.626; number 73, O, carries -0.331; number 74, P, carries 1.033; number 75, O, carries -0.686; number 76, O, carries -0.185; number 77, C, carries -0.678; number 78, O, carries -0.352; number 79, C, carries -0.641; number 80, H, carries 0.233; number 81, H, carries 0.265; number 82, H, carries 0.282; number 83, H, carries 0.266; number 84, H, carries 0.332; number 85, H, carries 0.251; number 86, H, carries 0.262; number 87, H, carries 0.273; number 88, H, carries 0.265; number 89, C, carries -0.488; number 90, O, carries -0.340; number 91, P, carries 1.066; number 92, O, carries -0.688; number 93, O, carries -0.346; number 94, C, carries -0.325; number 95, O, carries -0.315; number 96, C, carries -0.618; number 97, H, carries 0.221; number 98, H, carries 0.158; number 99, H, carries 0.345

Density functional theory data (ωB97M-V with the def2-TZVPD basis set) for 9 unconnected molecules or ions with the total composition C28H68BFN11O9.

Cartesian coordinates (Å):
C 3.471 -4.346 4.052
B 1.874 -4.762 3.764
O 1.621 -5.641 2.607
N 0.833 -4.168 4.698
F 1.354 -4.280 5.970
C -0.497 -4.890 4.720
N -1.243 -4.868 3.397
C 0.665 -2.654 4.470
C 0.847 -2.210 2.896
N 1.611 -1.055 2.678
H 3.540 -3.170 3.952
H 4.203 -4.835 3.253
H 3.775 -4.718 5.144
H 2.076 -5.263 1.774
H -1.177 -4.300 5.505
H -0.337 -5.956 5.174
H -1.665 -3.920 3.204
H -1.950 -5.631 3.324
H 1.447 -2.147 5.206
H -0.408 -2.287 4.817
H 0.351 -2.805 2.010
H 1.928 -0.692 3.618
C -1.578 -0.080 3.568
O -2.221 -1.054 3.195
N -2.083 0.986 4.281
C -1.254 2.102 4.685
C -3.487 0.993 4.639
H -0.502 0.017 3.350
H -1.270 2.178 5.776
H -1.656 3.019 4.245
H -0.221 1.967 4.350
H -3.703 0.110 5.248
H -4.087 0.946 3.725
H -3.738 1.897 5.199
C 1.899 -1.778 -0.382
O 1.890 -3.003 -0.403
N 2.002 -0.960 -1.487
C 2.004 0.483 -1.377
C 2.111 -1.561 -2.800
H 1.821 -1.218 0.564
H 1.159 0.882 -1.945
H 2.940 0.868 -1.790
H 1.916 0.798 -0.333
H 1.228 -2.182 -2.982
H 3.001 -2.197 -2.828
H 2.184 -0.791 -3.573
C -0.115 -9.193 -0.833
O -0.758 -10.167 -1.206
N -0.620 -8.127 -0.120
C 0.209 -7.011 0.283
C -2.024 -8.121 0.238
H 0.961 -9.096 -1.051
H 0.193 -6.935 1.374
H -0.194 -6.094 -0.156
H 1.241 -7.146 -0.051
H -2.240 -9.003 0.847
H -2.624 -8.167 -0.676
H -2.275 -7.216 0.798
C -0.089 3.670 -2.975
O 0.690 3.176 -2.170
N -1.447 3.814 -2.790
C -2.301 4.411 -3.796
C -2.042 3.353 -1.552
H 0.257 4.053 -3.950
H -2.788 5.292 -3.368
H -3.057 3.681 -4.096
H -1.723 4.712 -4.674
H -1.579 3.885 -0.716
H -1.847 2.282 -1.440
H -3.120 3.533 -1.551
C -2.622 -4.780 -2.707
O -3.098 -5.233 -1.674
N -1.685 -5.409 -3.499
C -1.170 -4.803 -4.708
C -1.198 -6.717 -3.110
H -2.921 -3.792 -3.094
H -1.398 -5.456 -5.556
H -0.087 -4.688 -4.613
H -1.621 -3.822 -4.880
H -2.043 -7.410 -3.057
H -0.738 -6.646 -2.120
H -0.464 -7.086 -3.832
C 7.152 -3.147 0.882
O 6.560 -3.186 1.952
N 6.586 -2.829 -0.335
C 7.358 -2.806 -1.559
C 5.175 -2.508 -0.392
H 8.228 -3.374 0.810
H 7.311 -1.801 -1.987
H 6.930 -3.526 -2.261
H 8.403 -3.067 -1.370
H 4.979 -1.645 0.252
H 4.600 -3.362 -0.020
H 4.872 -2.279 -1.417
C -0.822 8.994 -0.885
O -1.298 8.540 0.147
N 0.115 8.365 -1.677
C 0.630 8.971 -2.887
C 0.602 7.057 -1.289
H -1.121 9.981 -1.273
H 0.402 8.318 -3.734
H 1.713 9.085 -2.792
H 0.179 9.952 -3.059
H -0.243 6.364 -1.236
H 1.062 7.127 -0.298
H 1.336 6.688 -2.010
C -3.089 11.307 -1.296
O -2.305 11.088 -2.210
N -4.447 11.073 -1.334
C -5.308 11.361 -0.206
C -5.034 10.523 -2.539
H -2.750 11.725 -0.334
H -5.797 10.435 0.110
H -6.064 12.089 -0.515
H -4.737 11.769 0.631
H -4.568 9.556 -2.752
H -4.834 11.202 -3.374
H -6.113 10.394 -2.419

orbital gap: 6.52 eV
E_LUMO: -3.637 eV
DFT total energy: -2511.49023 a.u.
charge: +1
multiplicity: 1

These are the Mulliken partial charges, in e, on atoms 1 to 99: number 1, C, carries -0.738; number 2, B, carries 0.230; number 3, O, carries -0.296; number 4, N, carries 0.745; number 5, F, carries -0.227; number 6, C, carries -0.730; number 7, N, carries -0.336; number 8, C, carries -0.595; number 9, C, carries -0.128; number 10, N, carries -0.591; number 11, H, carries 0.243; number 12, H, carries 0.240; number 13, H, carries 0.309; number 14, H, carries 0.227; number 15, H, carries 0.291; number 16, H, carries 0.451; number 17, H, carries 0.173; number 18, H, carries 0.292; number 19, H, carries 0.484; number 20, H, carries 0.282; number 21, H, carries 0.297; number 22, H, carries 0.290; number 23, C, carries 0.369; number 24, O, carries -0.671; number 25, N, carries 0.095; number 26, C, carries -0.940; number 27, C, carries -0.962; number 28, H, carries 0.166; number 29, H, carries 0.352; number 30, H, carries 0.348; number 31, H, carries 0.301; number 32, H, carries 0.292; number 33, H, carries 0.309; number 34, H, carries 0.391; number 35, C, carries 0.329; number 36, O, carries -0.655; number 37, N, carries 0.312; number 38, C, carries -1.107; number 39, C, carries -0.972; number 40, H, carries 0.106; number 41, H, carries 0.463; number 42, H, carries 0.323; number 43, H, carries 0.297; number 44, H, carries 0.327; number 45, H, carries 0.261; number 46, H, carries 0.366; number 47, C, carries 0.074; number 48, O, carries -0.584; number 49, N, carries 0.230; number 50, C, carries -1.145; number 51, C, carries -0.938; number 52, H, carries 0.318; number 53, H, carries 0.482; number 54, H, carries 0.357; number 55, H, carries 0.239; number 56, H, carries 0.346; number 57, H, carries 0.259; number 58, H, carries 0.316; number 59, C, carries -0.004; number 60, O, carries -0.562; number 61, N, carries 0.196; number 62, C, carries -0.984; number 63, C, carries -0.963; number 64, H, carries 0.374; number 65, H, carries 0.357; number 66, H, carries 0.363; number 67, H, carries 0.299; number 68, H, carries 0.288; number 69, H, carries 0.288; number 70, H, carries 0.380; number 71, C, carries 0.051; number 72, O, carries -0.564; number 73, N, carries 0.178; number 74, C, carries -0.991; number 75, C, carries -0.484; number 76, H, carries 0.310; number 77, H, carries 0.357; number 78, H, carries 0.328; number 79, H, carries 0.309; number 80, H, carries 0.305; number 81, H, carries -0.153; number 82, H, carries 0.401; number 83, C, carries 0.067; number 84, O, carries -0.564; number 85, N, carries 0.219; number 86, C, carries -0.926; number 87, C, carries -0.871; number 88, H, carries 0.285; number 89, H, carries 0.312; number 90, H, carries 0.315; number 91, H, carries 0.321; number 92, H, carries 0.284; number 93, H, carries 0.244; number 94, H, carries 0.278; number 95, C, carries 0.282; number 96, O, carries -0.657; number 97, N, carries 0.130; number 98, C, carries -0.905; number 99, C, carries -0.979

> Which of these has the lowest E_LUMO?

C28H68BFN11O9

> Among the records above, which one has the lowest DFT total energy?

C28H67O20P7